[1]
Density functional theory data (ωB97M-V/def2-TZVPD) for a cluster of 2 separate species, C4H12 in total.

XYZ file:
```
16
Properties=species:S:1:pos:R:3:forces:R:3:lowdin_charge:R:1
C -0.5742 -0.3031 2.0112 -3.4 1.5 1.9 -0.176
C -1.1268 1.0717 1.4779 -0.5 0.3 1.4 -0.184
H -0.9568 -0.2041 3.0956 1.3 -0.8 -1.3 0.086
H -0.9182 -1.2651 1.6362 -0.7 0.4 -0.4 0.055
H 0.4473 -0.3487 1.9173 2.5 0.1 0.3 0.008
H -1.2253 1.1243 0.4117 0.6 0.3 -0.6 -0.002
H -0.4028 1.9308 1.9212 -2.1 -1.9 -1.2 0.116
H -2.2450 1.1829 1.7933 2.1 0.1 0.0 0.083
C 1.1099 -1.0916 -1.9828 0.1 0.5 -1.3 -0.189
C 0.6085 0.3280 -1.5716 1.8 0.6 1.2 -0.186
H 0.6232 -1.4650 -2.9506 1.3 0.9 0.9 0.082
H 2.2132 -1.0755 -1.9353 -0.4 -0.2 -0.9 0.059
H 0.8770 -1.9189 -1.3321 -0.6 0.2 1.0 0.039
H 0.9879 1.2768 -2.2380 -1.1 -2.7 1.6 0.119
H 0.9459 0.4873 -0.4675 -0.3 0.1 -2.0 0.069
H -0.4504 0.2448 -1.4597 -0.9 0.6 -0.4 0.019
```
Forces are in eV/Å.

Values from the calculation:
- LUMO (eV) = 1.1
- orbital gap (eV) = 12.396
- energy (eV) = -4341.0791
- SMILES string = CC.CC
- E_HOMO (eV) = -11.299

[2]
Density functional theory data (ωB97M-V/def2-TZVPD) for a cluster of 2 separate species, C4H12 in total.

XYZ file:
```
16
Properties=species:S:1:pos:R:3:forces:R:3:lowdin_charge:R:1
C 1.8794 1.0073 1.7816 0.8 0.7 -0.7 -0.168
C 2.1844 2.0484 0.6641 0.3 0.8 1.5 -0.178
H 0.9977 1.3000 2.3527 0.0 -0.3 -0.1 0.054
H 1.7240 0.1212 1.1899 -0.2 -1.0 0.7 0.041
H 2.7653 0.9118 2.4789 -1.1 0.0 -0.8 0.080
H 1.9435 3.0226 1.0931 -0.1 0.3 -0.3 0.050
H 3.2735 2.0814 0.5710 -0.2 -0.1 -0.8 0.056
H 1.6401 1.9471 -0.2886 0.4 -0.3 0.5 0.065
C -2.7231 -1.4811 -0.7545 1.4 -1.3 0.2 -0.163
C -1.4617 -1.6299 -1.6380 0.8 0.3 -1.3 -0.194
H -2.6166 -0.6464 -0.0365 -0.3 -0.1 -0.8 0.067
H -3.5665 -1.4208 -1.4552 0.0 0.1 0.8 0.064
H -2.7786 -2.3706 -0.1063 -0.5 0.2 -0.3 0.057
H -1.2290 -2.5558 -2.2323 -1.2 0.3 0.8 0.072
H -0.4678 -1.4747 -1.2074 -0.4 0.4 0.7 0.047
H -1.5645 -0.8603 -2.4124 0.3 0.0 0.0 0.051
```
Forces are in eV/Å.

Values from the calculation:
- LUMO (eV) = 1.0
- orbital gap (eV) = 12.540
- energy (eV) = -4341.8603
- SMILES string = CC.CC
- E_HOMO (eV) = -11.537

[3]
Density functional theory data (ωB97M-V/def2-TZVPD) for a cluster of 2 separate species, C4H12 in total.

XYZ file:
```
16
Properties=species:S:1:pos:R:3:forces:R:3:lowdin_charge:R:1
C -1.8512 -1.0971 0.1133 -0.5 -0.6 0.4 -0.185
C -1.8266 -0.1959 -1.0928 -0.1 0.1 -0.8 -0.170
H -1.4272 -0.5700 0.9575 0.2 -0.1 0.4 0.050
H -2.8540 -1.4155 0.4086 -0.2 0.4 -0.1 0.063
H -1.3626 -2.0662 -0.0215 0.5 0.4 -0.1 0.069
H -2.0242 -0.7361 -2.0227 0.1 0.0 0.1 0.066
H -0.8773 0.3293 -1.2029 0.2 -0.2 0.0 0.047
H -2.5669 0.5974 -1.0469 -0.2 0.0 0.2 0.062
C 2.0870 1.2277 0.0327 -1.0 0.2 1.1 -0.162
C 1.7098 0.0287 0.9309 -0.6 0.7 -0.3 -0.155
H 1.4314 2.0526 0.3136 -0.1 0.2 -0.1 0.058
H 3.0821 1.6251 0.1857 0.4 -0.3 -0.4 0.055
H 1.8011 0.9906 -0.9884 0.7 0.1 -0.2 0.055
H 2.4908 -0.7140 0.9733 0.0 -0.5 -0.2 0.056
H 1.4178 0.2695 1.9576 0.4 0.4 0.0 0.064
H 0.7700 -0.3262 0.5019 0.3 -0.7 0.0 0.026
```
Forces are in eV/Å.

Values from the calculation:
- LUMO (eV) = 1.1
- orbital gap (eV) = 12.798
- energy (eV) = -4342.2497
- SMILES string = CC.CC
- E_HOMO (eV) = -11.650

[4]
Density functional theory data (ωB97M-V/def2-TZVPD) for a cluster of 2 separate species, C4H12 in total.

XYZ file:
```
16
Properties=species:S:1:pos:R:3:forces:R:3:lowdin_charge:R:1
C -0.9040 0.5786 1.6837 2.2 2.6 0.7 -0.148
C -1.2831 2.0757 1.3652 -1.6 -1.7 -0.9 -0.154
H -1.5017 -0.2519 1.9543 -1.7 -0.4 -0.7 0.042
H -0.1742 0.3517 0.8979 0.1 -0.6 0.6 0.046
H -0.4369 0.7573 2.6628 0.8 -0.6 -0.3 0.057
H -1.3045 2.2038 0.2784 -0.2 0.1 0.1 0.051
H -0.5174 2.7401 1.7302 0.0 0.1 0.4 0.054
H -2.2875 2.2947 1.7418 0.3 0.4 0.1 0.059
C 1.3610 -1.7986 -1.0306 -0.4 -1.2 0.2 -0.179
C 0.6741 -0.8150 -1.9541 2.5 -0.5 -2.2 -0.177
H 0.7168 -1.9576 -0.1720 0.2 -0.4 0.3 0.051
H 1.5013 -2.7186 -1.5927 -0.5 -0.5 0.3 0.055
H 2.3854 -1.6752 -0.6688 -0.2 1.1 -0.1 0.067
H 1.2183 0.1020 -1.9385 -0.4 1.3 0.4 0.048
H 0.9419 -1.1253 -2.9953 -0.4 0.0 0.5 0.072
H -0.3894 -0.7617 -1.9623 -0.7 0.2 0.6 0.056
```
Forces are in eV/Å.

Values from the calculation:
- LUMO (eV) = 1.1
- orbital gap (eV) = 12.293
- energy (eV) = -4341.4256
- SMILES string = CC.CC
- E_HOMO (eV) = -11.181